1.
Computed, not measured: 2 unconnected molecules or ions with the total composition C3H9NS2 at a distorted geometry, with ωB97M-V/def2-TZVPD.

## Properties
net charge	+1
orbital gap (alpha / beta)	5.90 / 2.94	eV
expectation value of S²	0.76
2S+1	2

Last column: Löwdin spin population.
Geometry (Å):
C -0.382 -0.016 1.872  0.0017
S 1.158 0.897 2.008  0.0056
S 2.425 -0.234 0.801  0.0040
H -1.093 0.521 2.506  0.0000
H -0.252 -1.062 2.126  0.0002
H -0.837 0.043 0.873  0.0011
H 2.482 0.697 -0.155  0.0002
C -1.454 0.392 -2.721  0.0965
C -3.260 -1.245 -2.223  0.0944
N -2.325 -0.734 -2.851  0.6539
H -0.643 0.356 -3.446  0.0129
H -1.033 0.326 -1.698  0.0445
H -1.996 1.340 -2.751  0.0022
H -4.004 -1.874 -2.709  0.0334
H -3.368 -1.181 -1.132  0.0493

2.
Computed, not measured: a molecular structure, C3H6N4O at a distorted geometry, with ωB97M-V/def2-TZVPD.

## Properties
orbital gap	8.02	eV
2S+1	1

Last column: natural (NBO) charge in e.
Geometry (Å):
C 0.644 -1.526 0.075  -0.0985
C 1.239 -0.248 -0.134  0.1371
C 0.159 0.746 -0.161  0.3433
H -2.328 0.572 1.302  0.3230
H -2.572 1.278 -0.579  0.3952
H -1.486 -1.975 0.528  0.4145
H 0.931 -2.693 -0.107  0.2399
H 3.015 -0.385 0.588  0.4865
H 0.669 2.498 0.110  0.3453
N -2.353 0.143 0.126  -0.6266
N -1.041 -0.083 -0.198  -0.1257
N -0.734 -1.482 -0.112  -0.4241
N -0.171 1.983 0.020  -0.7575
O 2.451 0.368 0.078  -0.6525

3.
Computed, not measured: 2 unconnected molecules or ions with the total composition C4H12 at a distorted geometry, with ωB97M-V/def2-TZVPD.

## Properties
orbital gap	12.22	eV
structure (SMILES)	CC.CC
2S+1	1

Last column: natural (NBO) charge in e.
Geometry (Å):
C 2.136 -0.899 -0.587  -0.6155
C 2.603 0.083 0.515  -0.5938
H 1.504 -0.251 -1.265  0.1924
H 3.082 -0.933 -1.240  0.2076
H 1.565 -1.765 -0.273  0.2171
H 3.197 0.799 0.103  0.1997
H 3.122 -0.607 1.231  0.1967
H 1.706 0.474 1.076  0.1964
C -2.137 -0.087 -0.319  -0.6025
C -2.658 1.041 0.444  -0.6237
H -2.715 -0.406 -1.049  0.1932
H -1.143 -0.129 -0.911  0.2034
H -2.051 -1.088 0.317  0.1853
H -2.472 2.052 -0.264  0.2167
H -3.651 0.697 0.769  0.2188
H -2.089 1.018 1.455  0.2082

4.
Computed, not measured: a molecular structure, C21H35AsBrNO2PbSeSi3 at a distorted geometry, with ωB97M-V/def2-TZVPD.

## Properties
net charge	+2
orbital gap	7.40	eV
2S+1	1

Last column: natural (NBO) charge in e.
Geometry (Å):
Pb 2.215 0.925 -1.679  1.1255
Br 5.343 0.103 -2.212  0.2030
C 4.594 -1.106 -0.999  0.1383
C 5.404 -2.124 -0.571  -0.2447
C 4.770 -3.273 -0.031  -0.0872
C 3.368 -3.291 0.276  -0.1900
C 2.723 -2.082 -0.157  0.1249
N 3.262 -1.002 -0.708  -0.5704
C 1.194 -2.069 0.094  0.7768
O 0.681 -2.900 0.772  -0.5598
O 0.485 -1.081 -0.485  -0.7831
H 6.489 -2.045 -0.696  0.2751
H 5.372 -4.138 0.217  0.2550
H 2.799 -4.137 0.625  0.2758
C -1.284 2.381 -0.085  -1.1717
Si -2.128 0.985 -0.855  1.4704
C -1.933 0.573 -2.675  -1.1338
C -3.893 1.180 -0.369  -1.1474
As -1.212 -0.917 0.248  0.3807
Si -2.377 -2.929 -0.452  1.4690
C -1.487 -3.479 -1.962  -1.1397
C -4.120 -2.352 -0.826  -1.1486
C -2.304 -4.199 0.984  -1.1088
Si -1.050 -0.581 2.645  1.5287
C -0.587 -2.050 3.601  -1.1566
C -2.722 0.056 3.071  -1.1783
C 0.348 0.597 2.776  -1.1861
H -1.622 3.353 -0.432  0.2809
H -0.175 2.464 0.012  0.2518
H -1.695 2.183 0.941  0.2510
H -0.858 0.287 -2.875  0.2391
H -2.048 1.527 -3.272  0.2778
H -2.578 -0.226 -3.025  0.2640
H -4.124 1.682 0.626  0.2674
H -4.439 0.287 -0.508  0.2537
H -4.283 1.915 -1.101  0.2793
H -1.349 -2.709 -2.761  0.2571
H -1.892 -4.322 -2.389  0.2685
H -0.443 -3.721 -1.585  0.2408
H -4.218 -1.504 -1.544  0.2470
H -4.634 -2.010 0.079  0.2523
H -4.726 -3.201 -1.163  0.2802
H -1.204 -4.393 1.296  0.2725
H -2.634 -5.132 0.526  0.2651
H -2.998 -3.860 1.757  0.2503
H -1.166 -2.927 3.294  0.2621
H -0.851 -1.867 4.662  0.2779
H 0.446 -2.299 3.536  0.2607
H -3.373 0.462 2.309  0.2584
H -2.617 0.971 3.787  0.2888
H -3.165 -0.802 3.642  0.2718
H 1.232 -0.022 3.136  0.2604
H 0.290 1.361 3.676  0.2899
H 0.646 1.077 1.899  0.2420
Se 3.018 2.264 0.272  -0.2393
C 2.641 3.857 -0.816  -0.1766
C 3.431 4.200 -1.872  -0.2672
C 3.339 5.499 -2.366  -0.1841
C 2.418 6.333 -1.809  -0.1868
C 1.527 5.910 -0.775  -0.1573
C 1.606 4.624 -0.332  -0.2719
H 4.302 3.637 -2.180  0.2281
H 4.138 5.843 -2.994  0.2373
H 2.425 7.367 -2.148  0.2360
H 0.769 6.608 -0.413  0.2352
H 0.916 4.241 0.359  0.2186

Asked for electronic energy across the records above, the calculation gives -970.44602 -411.95718 -159.50901 -9298.54851 Eh in order.
Asked for energy above the lowest of the compared OMol25 structures with the same formula, charge and spin across the records above, the calculation gives 52.8 158.0 47.7 15.8 kcal per mole in order.